Record 1
The following is a DFT calculation (wB97M-V/def2-TZVPD) of 6 unconnected molecules or ions with the total composition C5H21NO7 in a non-equilibrium geometry.

Properties
SMILES   NC(=O)CCCCO.O.O.O.O.O
Energy relative to the best compared isomer or geometry (same formula, charge and spin)   259.5 kJ/mol
E   -784.48549 hartree
HOMO   -10.127 eV

Each line ends with the Mulliken charge.
Geometry (Å):
C  0.54  2.07  1.68  -0.034
O  -0.12  3.06  2.36  -0.548
C  0.36  2.23  0.10  -0.547
C  -1.17  1.91  -0.04  -0.712
C  -1.35  0.29  -0.36  0.075
C  -0.25  -0.06  -1.31  0.142
N  -0.27  0.53  -2.54  -0.244
O  0.72  -0.67  -0.90  -0.781
H  1.65  2.08  1.84  0.270
H  0.07  1.26  2.20  -0.095
H  -0.05  3.98  1.83  0.348
H  0.33  3.26  -0.21  0.315
H  1.03  1.65  -0.54  0.310
H  -1.57  2.45  -0.94  0.360
H  -1.71  2.15  0.92  0.472
H  -1.17  -0.38  0.55  -0.353
H  -2.35  -0.01  -0.67  0.508
H  -1.09  1.09  -2.75  0.228
H  0.38  0.27  -3.25  0.272
H  0.40  -2.73  -2.74  0.338
H  1.59  -1.76  -2.38  0.343
O  1.25  -2.29  -3.07  -0.634
H  0.34  -2.12  -0.27  0.416
H  0.54  -3.06  0.95  0.282
O  0.10  -3.03  0.13  -0.711
H  3.53  0.15  0.36  0.329
H  3.86  -0.93  1.39  0.307
O  4.34  -0.36  0.83  -0.629
H  -1.52  -1.68  2.55  0.273
H  -1.05  -0.51  3.32  0.273
O  -0.79  -1.16  2.72  -0.570
H  -2.90  -2.91  -0.52  0.310
H  -1.47  -2.47  -0.32  0.286
O  -2.18  -2.30  -0.94  -0.599

Record 2
The following is a DFT calculation (wB97M-V/def2-TZVPD) of a molecular structure, C5H21NSi4 in a non-equilibrium geometry.

Properties
Energy relative to the best compared isomer or geometry (same formula, charge and spin)   211.5 kJ/mol
E   -1415.75024 hartree
HOMO   -8.311 eV

Each line ends with the Mulliken charge.
Geometry (Å):
C  0.24  -1.27  -1.84  -0.837
C  2.77  -0.90  -0.21  -1.179
C  -0.72  2.81  0.05  -1.054
C  1.59  1.98  -1.58  -1.081
C  -3.15  -2.40  0.40  -0.885
N  0.45  0.23  0.91  0.573
Si  -0.09  0.04  2.50  0.146
Si  0.91  -1.09  -0.17  0.130
Si  0.95  1.74  0.18  0.268
Si  -3.38  -0.68  -0.25  0.195
H  1.01  -1.78  -2.39  0.368
H  -0.55  -2.08  -1.78  0.290
H  -0.08  -0.34  -2.48  0.197
H  3.37  -0.07  -0.65  0.305
H  3.40  -0.93  0.70  0.367
H  3.21  -1.78  -0.75  0.355
H  -1.31  2.47  -0.78  0.291
H  -1.29  2.90  1.03  0.293
H  -0.57  3.95  -0.06  0.294
H  1.93  3.03  -1.70  0.384
H  2.45  1.40  -1.99  0.317
H  0.79  1.84  -2.30  0.300
H  -3.08  -2.48  1.53  0.284
H  -4.06  -2.91  -0.02  0.319
H  -2.27  -2.90  0.05  0.264
H  -1.31  0.62  3.13  -0.118
H  1.16  0.57  3.18  -0.125
H  -0.21  -1.39  2.61  -0.137
H  0.77  -2.45  0.73  -0.170
H  1.59  2.28  1.37  -0.214
H  -4.50  -0.44  0.59  -0.141

Record 3
The following is a DFT calculation (wB97M-V/def2-TZVPD) of 6 unconnected molecules or ions with the total composition C5H21O6 in a non-equilibrium geometry.

Properties
Net charge   -1
Energy relative to the best compared isomer or geometry (same formula, charge and spin)   0.0 kJ/mol
E   -654.60343 hartree
HOMO   -6.000 eV

Each line ends with the Mulliken charge.
Geometry (Å):
C  -1.14  -0.72  -1.75  -0.767
O  -0.33  -1.74  -1.22  -0.643
C  -1.49  0.30  -0.66  -0.800
C  -0.55  1.48  -0.59  1.585
C  -0.84  2.19  0.76  -1.720
C  -0.82  2.51  -1.72  -1.564
H  -0.65  -0.13  -2.54  0.300
H  -2.01  -1.25  -2.15  0.318
H  -1.63  -0.22  0.29  0.415
H  -2.50  0.72  -0.80  0.319
H  0.52  1.29  -0.54  -0.202
H  -1.93  2.19  0.88  0.421
H  -0.49  1.54  1.56  0.407
H  -0.40  3.16  0.90  0.404
H  0.09  3.10  -1.85  0.403
H  -1.59  3.20  -1.38  0.341
H  -1.16  1.99  -2.62  0.369
H  2.07  -0.47  0.87  0.426
H  2.46  1.04  0.73  0.331
O  2.87  0.17  0.85  -0.804
H  2.70  -0.36  -0.96  0.364
H  1.57  -0.79  -1.96  0.337
O  2.38  -0.26  -1.89  -0.708
H  0.27  -1.53  -0.43  0.416
H  0.99  -2.30  1.10  0.117
O  0.82  -1.36  0.98  -1.044
H  -1.39  -1.66  1.45  0.356
H  -2.09  -2.26  0.26  0.369
O  -2.25  -2.03  1.19  -0.740
H  0.91  -0.40  2.35  0.388
H  0.10  -0.46  3.69  0.293
O  0.82  0.01  3.26  -0.686

Record 4
The following is a DFT calculation (wB97M-V/def2-TZVPD) of a molecular structure, C5H22BeF6O13S in a non-equilibrium geometry.

Properties
E   -2194.07588 hartree
HOMO   -10.032 eV

Each line ends with the Mulliken charge.
Geometry (Å):
Be  8.92  8.43  8.93  -0.410
C  11.74  11.12  8.91  0.557
F  11.16  11.51  7.74  -0.247
F  13.00  11.49  8.76  -0.239
F  11.35  11.78  9.97  -0.219
S  11.82  9.28  9.40  1.251
O  12.92  8.84  8.57  -0.618
O  12.07  9.42  10.83  -0.662
O  10.45  8.79  9.23  -0.061
C  6.63  9.68  9.08  0.357
O  7.10  10.65  9.94  -0.373
O  7.58  8.91  8.46  -0.295
C  5.55  8.87  9.97  0.615
F  4.88  7.97  9.24  -0.265
F  6.17  8.08  10.96  -0.233
F  4.73  9.68  10.60  -0.272
C  7.18  12.02  9.17  -0.261
C  7.86  12.93  10.11  -1.152
H  7.75  13.92  9.67  0.388
H  7.37  12.94  11.11  0.284
H  8.94  12.71  10.35  0.176
H  6.16  12.39  9.14  0.283
H  7.47  11.99  8.12  0.501
H  5.95  10.13  8.21  0.222
O  8.05  13.86  6.13  -0.614
H  7.46  14.56  6.20  0.296
H  8.94  14.29  6.05  0.322
O  8.52  6.99  9.77  -0.018
H  7.62  6.59  9.80  0.389
H  9.10  6.85  10.51  0.284
O  9.31  7.57  12.35  -0.515
H  8.93  7.31  13.15  0.231
H  9.98  8.21  12.48  0.242
O  6.14  4.95  13.27  -0.619
H  5.56  4.89  12.54  0.384
H  5.53  5.03  14.03  0.283
O  6.84  5.20  10.07  -0.526
H  6.00  5.42  10.56  0.264
H  6.53  4.68  9.29  0.310
O  10.44  4.55  10.13  -0.520
H  11.12  4.35  10.81  0.282
H  10.70  3.90  9.43  0.298
O  4.17  5.61  11.41  -0.700
H  3.44  5.76  10.81  0.280
H  4.20  6.45  11.90  0.313
O  8.24  3.30  8.48  -0.591
H  8.40  3.15  9.42  0.321
H  8.48  2.44  8.11  0.276

- Which of these has the lowest HOMO?
  C5H21NO7